Here is one molecule with the formula C19H26N4O4 from the OMol25 dataset. Energies are from the ωB97M-V functional and the def2-TZVPD basis.

```
! wB97M-V def2-TZVPD RIJCOSX def2/J DEFGRID3
* xyz 0 1
C -7.8234 -0.1435 -0.4109
C -6.3460 -0.0926 -0.1731
C -5.7966 0.7846 0.7509
C -4.4294 0.8392 0.9580
C -3.5791 0.0050 0.2471
C -2.0767 0.0288 0.4627
C -1.5517 -1.3411 0.9099
N -1.6494 1.0681 1.3723
C -0.8141 1.9592 0.8111
O -0.2508 2.8950 1.3267
N -0.6927 1.6046 -0.5388
C 0.1100 2.3469 -1.4839
C 1.5934 1.9657 -1.3896
O 2.1985 1.5187 -2.3409
N 2.1217 2.1677 -0.1593
C 3.3725 1.7119 0.3431
O 3.5756 1.7736 1.5338
N 4.2228 1.2575 -0.5840
C 5.4423 0.5702 -0.2287
C 5.3640 -0.9249 -0.5486
C 4.1974 -1.6504 0.1326
C 4.1540 -3.1012 -0.3450
C 4.3052 -1.5971 1.6548
C -1.3849 0.4620 -0.8373
O -1.4353 -0.0756 -1.9096
C -4.1202 -0.8659 -0.6916
C -5.4851 -0.9107 -0.8962
H -8.3674 0.3118 0.4127
H -8.0717 0.3974 -1.3243
H -8.1586 -1.1715 -0.5316
H -6.4433 1.4383 1.3183
H -4.0326 1.5413 1.6756
H -1.6925 -2.0677 0.1157
H -2.0898 -1.6739 1.7948
H -0.4898 -1.2764 1.1402
H -1.8153 1.0371 2.3636
H -0.2457 2.1075 -2.4887
H -0.0049 3.4149 -1.2776
H 1.5338 2.5918 0.5593
H 3.8890 1.1859 -1.5403
H 6.2723 1.0172 -0.7855
H 5.6066 0.7348 0.8371
H 5.2647 -1.0440 -1.6306
H 6.3044 -1.3892 -0.2455
H 3.2625 -1.1631 -0.1688
H 4.0537 -3.1490 -1.4270
H 3.3106 -3.6249 0.0992
H 5.0670 -3.6203 -0.0606
H 4.1925 -0.5805 2.0213
H 3.5241 -2.2053 2.1066
H 5.2688 -1.9831 1.9808
H -3.4699 -1.4932 -1.2799
H -5.8904 -1.5916 -1.6302
*
```

Summary:
Strongest force on any atom, eV/Å: 0.570
E_tot, eV: -34279.021
SMILES string: Cc1ccc([C@]2(C)NC(=O)N(CC(=O)NC(=O)NCCC(C)C)C2=O)cc1
Frontier orbital gap, eV: 9.89

Here is a 3-piece molecular cluster, C12H18F9IO10P2 overall at a distorted geometry from the OMol25 dataset. Energies are from the ωB97M-V functional and the def2-TZVPD basis.

```
! wB97M-V def2-TZVPD RIJCOSX def2/J DEFGRID3
* xyz 0 1
O -5.8263 0.9695 0.9189
P -5.2282 -0.2177 0.3056
O -4.8536 -1.3486 1.3744
O -3.9307 0.0670 -0.5670
C -2.6134 -0.0981 -0.0069
C -2.0655 -1.4979 -0.2715
O -0.8019 -1.6324 0.3580
C -0.9042 -2.1635 1.6573
C 0.4499 -2.0600 2.3562
F 0.4603 -1.0851 3.2780
F 1.4469 -1.8043 1.5197
F 0.7486 -3.1963 2.9941
O -6.1875 -1.0005 -0.7156
P -5.6771 -1.6573 -2.1609
O -6.6674 -2.9490 -2.0901
I -6.9706 -0.1991 -3.6274
H -4.8816 -2.2384 0.9974
H -2.5942 0.1611 1.0553
H -1.9776 0.6193 -0.5293
H -2.7588 -2.2687 0.0907
H -1.9287 -1.6342 -1.3487
H -1.1922 -3.2211 1.6205
H -1.6496 -1.6166 2.2495
H -6.1313 -3.7294 -2.2999
C 4.0725 -0.7609 0.4548
C 4.6148 0.1404 -0.6303
O 5.5525 -0.5556 -1.4852
C 5.0216 -1.3216 -2.4227
O 3.8614 -1.4995 -2.6520
C 6.1485 -1.9629 -3.2631
F 7.1147 -2.4587 -2.4839
F 6.6909 -1.0392 -4.0684
F 5.6645 -2.9460 -4.0145
H 4.8845 -1.2011 1.0349
H 3.4347 -0.1871 1.1239
H 3.4860 -1.5714 0.0273
H 5.1844 0.9650 -0.2072
H 3.8173 0.5538 -1.2374
C -0.5909 3.5229 2.8419
C -0.1583 4.4940 1.7669
O 0.7245 3.8604 0.8108
C 0.1394 3.1281 -0.1186
O -1.0322 2.9349 -0.2658
C 1.2036 2.5395 -1.0692
F 2.2324 2.0268 -0.3807
F 1.6765 3.4950 -1.8762
F 0.6745 1.5750 -1.8138
H 0.2785 3.0829 3.3313
H -1.1885 4.0421 3.5898
H -1.1916 2.7161 2.4233
H 0.4285 5.3079 2.1856
H -1.0105 4.9206 1.2401
*
```

Summary:
Strongest force on any atom, eV/Å: 1.412
E_tot, eV: -84351.894
SMILES string: O=[P@](O)(OCCOCC(F)(F)F)OP(O)I.CCOC(=O)C(F)(F)F.CCOC(=O)C(F)(F)F
Frontier orbital gap, eV: 9.40

Here is a 6-piece molecular cluster, C28H53NO15S2 overall from the OMol25 dataset. Energies are from the ωB97M-V functional and the def2-TZVPD basis.

```
! wB97M-V def2-TZVPD RIJCOSX def2/J DEFGRID3
* xyz 0 1
C -6.8383 4.7392 5.4761
C -6.0362 5.2007 4.5171
C -5.5528 4.3892 3.3460
C -4.3954 3.4124 3.6666
O -4.2556 3.1430 5.0838
S -3.0565 3.9256 5.7501
O -2.2384 2.9767 6.4334
O -3.4670 5.0786 6.4695
O -2.3841 4.3843 4.3843
C -2.9604 3.7609 3.2066
S -2.8270 5.0219 1.8767
C -2.1557 2.5353 2.6783
C -1.3877 1.7939 3.7616
C -0.6732 0.5938 3.1876
N -0.2636 -0.4395 4.1073
O -0.4362 0.5060 2.0161
H -6.9366 5.2881 6.4043
H -7.3840 3.8118 5.3416
H -5.7202 6.2393 4.5611
H -6.3825 3.7888 2.9650
H -5.2741 5.0598 2.5380
H -4.7097 2.4450 3.2803
H -2.3173 6.0471 2.5678
H -1.4758 2.9261 1.9295
H -2.8775 1.8676 2.2070
H -0.6561 2.4163 4.2790
H -2.0789 1.4253 4.5217
H 0.3226 0.0208 4.8048
H -1.0891 -0.6980 4.6467
C -0.0023 2.5474 -2.4679
C -1.1305 2.6238 -1.4614
O -1.6264 3.9599 -1.3024
C -2.5783 4.4939 -2.0870
C -2.9496 3.7971 -3.3749
O -3.0604 5.5482 -1.7698
H -0.3290 2.8315 -3.4663
H 0.3977 1.5376 -2.5218
H 0.7986 3.2296 -2.1781
H -1.9456 1.9393 -1.6998
H -0.7684 2.3421 -0.4723
H -2.3333 4.1990 -4.1783
H -3.9923 4.0178 -3.5875
H -2.8378 2.7165 -3.3438
C 5.7506 0.8640 -5.8685
C 4.6834 1.7725 -6.4424
O 3.3651 1.3442 -6.0908
C 2.7550 1.7010 -4.9426
C 3.5714 2.3364 -3.8404
O 1.5917 1.4397 -4.8080
H 5.7443 0.8744 -4.7784
H 6.7381 1.1764 -6.2087
H 5.5788 -0.1636 -6.1877
H 4.8368 2.8160 -6.1637
H 4.7078 1.7325 -7.5299
H 3.9326 1.5508 -3.1777
H 2.9205 2.9983 -3.2763
H 4.4158 2.9230 -4.1925
C -3.7093 -3.2116 -1.7095
C -3.1035 -1.9493 -2.2728
O -3.7757 -0.7617 -1.8237
C -3.4584 -0.1722 -0.6610
C -2.6010 -0.9074 0.3429
O -3.9131 0.9183 -0.4196
H -3.6288 -3.2479 -0.6245
H -3.2032 -4.0777 -2.1174
H -4.7702 -3.2674 -1.9628
H -2.0370 -1.8801 -2.0552
H -3.2014 -1.9357 -3.3569
H -3.2521 -1.4480 1.0302
H -2.0343 -0.1586 0.8898
H -1.8915 -1.6041 -0.0951
C 2.8719 -4.9741 -2.2091
C 1.8164 -3.9371 -2.5196
O 0.4854 -4.4377 -2.3210
C -0.1224 -4.4214 -1.1246
C 0.6894 -4.1487 0.1212
O -1.2954 -4.6865 -1.0699
H 2.8486 -5.2720 -1.1621
H 3.8650 -4.5879 -2.4231
H 2.7064 -5.8695 -2.8094
H 1.9655 -3.0182 -1.9505
H 1.8551 -3.6615 -3.5721
H 1.0306 -5.1010 0.5254
H 0.0407 -3.6690 0.8505
H 1.5477 -3.5013 -0.0364
C 5.4949 -4.4920 3.3025
C 4.7333 -5.4912 2.4576
O 4.7971 -5.1761 1.0626
C 5.8048 -5.5814 0.2610
C 7.0642 -6.1439 0.8767
O 5.6904 -5.4190 -0.9219
H 6.5601 -4.4989 3.0711
H 5.3723 -4.7197 4.3614
H 5.1248 -3.4841 3.1158
H 5.0600 -6.5165 2.6355
H 3.6733 -5.4533 2.7035
H 7.7713 -5.3290 1.0265
H 7.4921 -6.8544 0.1747
H 6.9088 -6.6605 1.8203
*
```

Summary:
Strongest force on any atom, eV/Å: 0.988
E_tot, eV: -83766.985
SMILES string: C=CC[C@@H]1OS(=O)(=O)O[C@@]1(S)CCC(N)=O.CCOC(C)=O.CCOC(C)=O.CCOC(C)=O.CCOC(C)=O.CCOC(C)=O
Frontier orbital gap, eV: 9.48

Here is a 9-piece molecular cluster, C26H61Br2F2N5O14S2 overall at a distorted geometry from the OMol25 dataset. Energies are from the ωB97M-V functional and the def2-TZVPD basis.

```
! wB97M-V def2-TZVPD RIJCOSX def2/J DEFGRID3
* xyz 0 1
C 6.6260 1.8884 -6.0117
C 5.3887 2.1873 -5.1475
C 4.7149 3.4770 -5.8134
C 3.8652 3.1750 -7.0460
C 2.8321 2.0491 -6.8455
C 3.5329 0.7581 -6.4610
N 4.3699 0.9963 -5.2445
O 4.9451 -0.1949 -4.7910
C 4.2339 0.0754 -7.7218
C 2.3514 -0.2434 -6.1150
C 5.7283 2.4431 -3.6431
H 7.2732 1.0751 -5.6836
H 7.3246 2.7249 -5.9893
H 6.3918 1.9361 -7.0752
H 5.4252 4.2087 -6.1982
H 4.0966 3.9812 -5.0708
H 4.5236 2.9528 -7.8857
H 3.3318 4.0733 -7.3569
H 2.2446 1.8927 -7.7502
H 2.0720 2.3365 -6.1189
H 3.5475 -0.0207 -8.5630
H 4.7064 -0.8899 -7.5401
H 4.9854 0.7039 -8.1996
H 1.7553 -0.3606 -7.0199
H 1.6869 0.1792 -5.3613
H 2.6359 -1.2064 -5.6910
H 5.7514 1.6229 -2.9256
H 4.8460 2.9830 -3.2991
H 6.5897 3.1007 -3.5268
N 1.2983 0.1341 -1.0066
S 1.2833 -0.9497 0.0709
O -0.0426 -1.4301 0.5258
O 2.3287 -1.0241 1.1022
F 1.7226 -2.1626 -0.9481
S 0.8461 1.3547 0.0112
O 1.9012 1.9824 0.8272
O -0.5406 1.4137 0.5092
F 0.7138 2.4658 -1.1404
C 7.3095 0.0481 3.9826
N 6.9155 0.7662 5.2264
O 7.4695 1.8157 5.4831
O 5.8663 0.3548 5.7722
H 8.3905 0.1617 4.0632
H 7.0137 0.6073 3.0949
H 6.8850 -0.9532 3.9102
C -4.5761 0.5888 5.2408
N -5.9255 0.1832 4.7368
O -6.1767 0.7925 3.6734
O -6.6303 -0.5765 5.3432
H -4.6283 1.0465 6.2286
H -4.2908 1.3341 4.4984
H -3.9944 -0.3324 5.2779
C -4.9200 -0.1396 -3.0118
N -4.5600 -1.4825 -3.4874
O -4.5256 -1.7098 -4.7190
O -4.3195 -2.2718 -2.5930
H -4.1222 0.4753 -2.5952
H -5.8007 -0.1004 -2.3708
H -5.0830 0.3580 -3.9678
Br 5.8949 8.1904 -0.5854
C 4.9928 7.9165 1.2393
C 5.5708 6.6970 1.9610
Br 7.4085 7.0608 2.6404
H 3.9696 7.7089 0.9261
H 4.9697 8.8220 1.8456
H 5.4847 5.7721 1.3907
H 4.9269 6.4330 2.7999
C -5.2693 6.6576 0.6715
C -6.3417 6.0472 1.4460
O -7.4766 6.8593 1.1213
C -8.7969 6.2378 1.0948
C -9.6736 7.3158 0.4450
H -5.0576 7.7102 0.8599
H -4.3788 6.0420 0.7987
H -5.4716 6.4436 -0.3779
H -6.5188 5.0066 1.1739
H -6.1952 6.2696 2.5029
H -8.9020 5.3278 0.5041
H -9.1200 5.9945 2.1070
H -9.8241 8.2862 0.9181
H -10.6491 6.9704 0.1029
H -9.3120 7.4798 -0.5701
C 0.0412 -8.4981 -0.0499
C -1.0028 -9.6005 -0.1913
O -2.2468 -9.0231 -0.5840
C -2.8713 -8.1271 0.3570
C -3.5711 -8.7271 1.4996
H 0.0864 -7.7636 -0.8540
H -0.1428 -8.0119 0.9081
H 1.0596 -8.8852 -0.0811
H -0.8095 -10.2003 -1.0806
H -1.1035 -10.2455 0.6816
H -2.0882 -7.3982 0.5656
H -3.5646 -7.6179 -0.3125
H -4.2363 -7.9878 1.9458
H -2.8277 -9.0600 2.2239
H -4.1799 -9.5968 1.2525
C -3.2175 -6.3291 7.4226
C -2.4210 -5.2379 6.7918
O -1.2999 -5.7697 6.0982
C -0.3374 -4.7661 5.6818
C 0.5151 -4.3753 6.8652
H -3.9037 -6.0175 8.2100
H -3.7751 -6.8677 6.6564
H -2.5223 -7.0177 7.9028
H -3.0312 -4.5863 6.1664
H -2.1492 -4.4188 7.4577
H 0.3759 -5.0355 4.9029
H -0.8622 -3.8972 5.2850
H 1.1963 -3.5433 6.6864
H 1.1364 -5.2101 7.1894
H -0.0619 -4.0884 7.7443
*
```

Summary:
Strongest force on any atom, eV/Å: 10.212
E_tot, eV: -231236.340
Frontier orbital gap, eV: 2.81